One molecule with the formula C19H18N2O3. Source: the OMol25 dataset; level of theory: ωB97M-V/def2-TZVPD.

The energy above the lowest of the compared OMol25 structures with the same formula, charge and spin is 149.3 kJ/mol. The energy is -29118.4305 eV. For the LUMO energy, the calculation gives 0.76 eV.

```
42
Properties=species:S:1:pos:R:3:forces:R:3:mulliken_charge:R:1
O -3.405 -2.133 -0.508 -0.046 -0.284 -0.314 -0.678
C -3.214 -1.134 0.157 -0.288 0.361 0.162 0.537
N -2.288 -1.076 1.140 0.045 0.008 0.427 -0.032
H -2.054 -0.182 1.541 -0.062 0.002 -0.098 0.181
C -1.303 -2.125 1.315 0.003 -0.101 -0.108 -1.508
C -0.022 -1.788 0.594 -0.046 -0.085 -0.048 0.755
C 0.012 -1.864 -0.791 -0.076 -0.056 0.097 -0.342
C 1.152 -1.531 -1.516 0.394 0.083 0.034 -1.468
C 2.249 -1.122 -0.799 -0.172 -0.100 0.621 1.142
C 2.221 -1.040 0.593 -0.100 -0.142 -0.625 0.825
C 1.097 -1.359 1.311 0.301 0.041 -0.082 -0.949
H 1.088 -1.287 2.386 -0.019 0.013 0.191 0.385
O 3.441 -0.614 1.048 -0.356 -0.070 0.259 -0.519
C 4.241 -0.436 -0.099 1.170 0.330 0.025 -0.359
O 3.487 -0.742 -1.252 -0.355 -0.077 -0.302 -0.542
H 4.585 0.609 -0.151 -0.145 -0.190 0.013 0.281
H 5.118 -1.102 -0.045 -0.257 0.095 -0.006 0.294
H 1.181 -1.600 -2.591 0.002 -0.023 -0.171 0.539
H -0.873 -2.192 -1.314 -0.132 -0.055 -0.060 0.538
H -1.743 -3.034 0.899 0.075 0.085 0.174 0.470
H -1.120 -2.261 2.384 -0.008 -0.065 -0.082 0.404
C -4.065 0.115 -0.016 -0.001 0.033 -0.015 -0.541
H -4.918 0.033 0.663 -0.039 -0.043 -0.063 0.403
H -4.457 0.082 -1.033 0.015 -0.069 0.055 0.302
C -3.331 1.440 0.226 -0.047 -0.106 -0.184 -0.808
C -1.988 1.476 -0.434 -0.125 0.106 -0.217 0.685
C -1.710 1.248 -1.750 -0.310 -0.007 0.218 -1.054
N -0.369 1.387 -1.982 0.207 0.034 -0.360 0.143
C 0.254 1.703 -0.812 -0.041 0.114 0.489 -1.134
C 1.591 1.966 -0.545 0.094 0.057 -0.024 -0.481
C 1.936 2.264 0.755 0.100 0.041 -0.138 -0.607
C 0.975 2.298 1.769 0.001 0.021 0.251 -1.028
C -0.354 2.057 1.507 -0.033 0.002 -0.020 -0.175
C -0.737 1.761 0.198 0.292 0.031 -0.355 1.317
H -1.085 2.110 2.302 -0.072 0.026 0.085 0.422
H 1.289 2.528 2.777 0.011 0.024 0.090 0.408
H 2.965 2.476 1.004 0.094 0.000 -0.007 0.395
H 2.329 1.938 -1.334 0.114 -0.015 -0.054 0.417
H 0.087 1.246 -2.866 -0.049 0.003 0.100 0.249
H -2.379 0.996 -2.551 -0.120 -0.065 -0.164 0.442
H -3.213 1.620 1.297 -0.021 0.058 0.014 0.305
H -3.955 2.250 -0.163 0.003 -0.018 0.190 0.389
```
Positions in Å, forces in eV/Å.

***

A 2-piece molecular cluster, C2HIN2O2 overall. Source: the OMol25 dataset; level of theory: ωB97M-V/def2-TZVPD.

The energy above the lowest of the compared OMol25 structures with the same formula, charge and spin is 594.8 kJ/mol. The energy is -17257.3648 eV. For the LUMO energy (spin up / spin down), the calculation gives -4.07 / -4.07 eV.

```
8
Properties=species:S:1:pos:R:3:forces:R:3:mulliken_charge:R:1
C -1.881 0.863 0.264 4.133 -1.225 -0.918 -0.002
C 0.589 0.117 -0.568 -2.212 0.244 0.878 -0.559
N -2.927 1.309 0.355 -2.007 0.797 0.251 -0.335
N 0.771 -0.904 0.453 0.525 -1.969 2.122 0.836
O -0.055 -1.842 0.404 1.908 2.027 0.059 -0.434
O 1.741 -0.822 1.225 -1.753 0.034 -1.361 -0.479
I 1.797 1.683 -0.880 -0.277 -0.408 0.179 0.416
H -0.036 -0.404 -1.254 -0.317 0.501 -1.209 0.556
```
Positions in Å, forces in eV/Å.

***

C28H37ClN4P2Pd as an isolated structure. Source: the OMol25 dataset; level of theory: ωB97M-V/def2-TZVPD.

The energy is -70167.8803 eV. Its spin multiplicity is 3. For the LUMO energy (spin up / spin down), the calculation gives -0.97 / -2.03 eV.

```
73
Properties=species:S:1:pos:R:3:forces:R:3:mulliken_charge:R:1
Pd -0.292 -2.810 1.589 -0.458 -0.004 -1.152 0.185
C -1.091 2.553 4.361 0.565 -0.654 -0.305 -0.726
C -1.380 1.952 3.206 -0.290 -1.781 1.762 -0.246
C -0.535 2.049 1.990 -0.017 -1.119 -0.981 0.701
C 0.742 1.137 1.948 -0.111 0.161 -0.494 1.831
C 1.971 1.565 2.677 0.501 0.537 0.473 -0.492
C 2.175 2.626 3.470 -0.127 -0.870 0.557 -0.554
C 1.255 3.781 3.742 -0.453 -0.046 0.065 -0.956
C 0.039 3.481 4.682 0.691 0.786 -0.151 -0.510
C 1.084 -3.077 3.018 3.336 -0.370 0.362 -1.213
H -1.622 2.281 5.263 -0.431 -0.042 -0.055 0.401
H -2.103 1.046 3.280 0.947 1.913 -0.387 0.299
H -0.329 3.086 1.708 0.086 -0.364 -0.051 0.759
H -1.167 1.597 1.218 0.308 0.479 -0.261 -1.258
H 0.518 0.088 2.283 -0.120 0.886 -0.174 -0.636
H 1.056 1.042 0.888 -0.292 0.010 0.160 -0.505
H 2.841 0.930 2.486 -0.297 -0.180 0.440 0.173
H 3.035 2.601 4.163 0.033 0.083 -0.956 0.303
H 1.003 4.296 2.799 -0.176 -0.226 0.447 0.309
H 1.859 4.489 4.319 -0.179 0.155 -0.172 0.362
H 0.536 3.143 5.626 -0.778 0.333 -0.444 0.315
H -0.451 4.454 4.831 0.312 -0.003 0.532 0.341
H 1.355 -2.003 2.964 0.091 -0.355 0.413 0.326
H 1.931 -3.663 2.619 -0.212 0.013 0.225 0.321
H 0.825 -3.384 4.041 0.326 0.113 -0.702 0.399
P 1.393 -1.373 -0.846 3.088 1.547 -3.934 0.609
P -2.167 -0.536 -0.741 -1.900 1.817 -3.959 0.140
N 2.778 -0.183 -1.252 -0.246 0.105 1.203 0.462
N 2.105 -2.474 -2.056 -0.627 -1.320 0.564 0.483
N -2.245 1.119 -1.436 0.237 1.042 1.311 0.578
N -3.691 -0.932 -1.650 -0.446 -1.605 0.588 0.213
C 0.295 -0.516 -2.073 -0.006 -0.050 0.536 -0.703
C -1.086 -1.139 -2.121 -0.033 -0.359 0.558 -1.471
C 3.824 0.066 -0.372 0.234 0.550 -0.592 -0.581
C 4.741 0.911 -0.993 -0.533 -0.472 0.250 -0.877
C 4.257 1.193 -2.306 -0.931 -0.683 0.307 -0.706
C 3.061 0.502 -2.434 0.105 0.364 0.164 -0.126
C 2.402 -3.794 -1.705 0.269 0.005 -1.125 -0.442
C 2.907 -4.426 -2.839 -0.397 0.240 0.628 -0.617
C 2.883 -3.503 -3.932 -0.423 0.827 1.375 -0.670
C 2.417 -2.306 -3.411 -0.198 -0.904 0.130 -0.090
C -2.685 2.203 -0.658 0.472 0.564 -1.183 -0.763
C -2.576 3.375 -1.406 -0.270 -0.825 0.540 -0.946
C -2.071 3.016 -2.698 0.042 -1.100 0.395 -0.650
C -1.887 1.635 -2.684 0.091 0.686 0.139 -0.406
C -4.352 -0.324 -2.726 -0.128 -0.479 0.133 -0.190
C -5.332 -1.179 -3.215 0.922 -0.022 0.943 -0.603
C -5.270 -2.381 -2.430 1.004 0.585 0.536 -0.577
C -4.249 -2.211 -1.491 -0.825 0.790 -1.109 -0.421
H 0.709 -0.565 -3.084 0.104 -0.041 0.478 -0.013
H 0.302 0.543 -1.780 -0.280 -0.194 -0.078 0.843
H -1.542 -0.951 -3.099 -0.233 -0.166 0.456 0.514
H -1.062 -2.230 -1.975 0.190 0.039 -0.276 0.704
H 3.809 -0.370 0.626 0.097 0.160 -0.355 0.484
H 5.655 1.294 -0.566 -0.077 -0.092 0.091 0.409
H 4.690 1.831 -3.078 -0.102 -0.319 0.403 0.424
H 2.395 0.471 -3.291 0.268 0.170 0.415 0.289
H 2.183 -4.142 -0.688 0.304 0.113 -0.614 0.292
H 3.270 -5.438 -2.893 -0.095 -0.119 0.092 0.419
H 3.144 -3.670 -4.968 0.118 -0.009 0.230 0.432
H 2.276 -1.373 -3.923 0.042 -0.123 0.050 0.188
H -2.992 2.046 0.367 -0.086 0.073 -0.194 0.783
H -2.858 4.372 -1.059 0.170 -0.488 -0.162 0.424
H -1.845 3.678 -3.540 -0.194 -0.394 0.458 0.447
H -1.534 0.994 -3.480 -0.066 0.199 0.168 0.379
H -4.076 0.662 -3.071 -0.096 -0.123 0.178 0.328
H -6.011 -0.965 -4.035 0.213 -0.018 0.266 0.422
H -5.893 -3.254 -2.546 0.072 0.015 0.062 0.418
H -3.859 -2.878 -0.739 -0.122 -0.041 0.070 0.357
Cl -0.839 -1.230 4.392 0.046 -0.273 -0.125 -0.089
C -1.170 -2.732 3.459 -2.755 0.627 1.789 -0.844
H -1.298 -3.542 4.195 0.657 0.102 -0.527 0.443
H -2.163 -2.557 3.083 -0.933 0.141 -0.425 0.373
```
Positions in Å, forces in eV/Å.

***

C6H11CoN5P as an isolated structure. Source: the OMol25 dataset; level of theory: ωB97M-V/def2-TZVPD.

The energy above the lowest of the compared OMol25 structures with the same formula, charge and spin is 61.2 kJ/mol. The energy is -60756.5416 eV. Its spin multiplicity is 5. For the LUMO energy (spin up / spin down), the calculation gives 0.47 / -1.59 eV.

```
24
Properties=species:S:1:pos:R:3:forces:R:3:mulliken_charge:R:1
C -0.796 0.164 -2.715 -1.384 1.995 0.196 -0.209
C -1.600 1.340 -2.605 0.841 -2.437 0.675 -0.663
C -0.711 2.389 -2.228 0.084 0.519 -1.575 -0.177
C 0.637 1.990 -2.450 0.516 -2.152 0.833 -0.642
C 0.613 0.572 -2.601 -0.022 2.321 0.020 -0.266
Co 0.638 -1.482 0.692 1.787 -6.860 -6.348 0.238
P -0.281 -3.123 -0.318 -0.578 -1.255 0.158 -0.085
H -1.146 -0.859 -2.809 0.032 0.264 -0.165 0.388
H -2.692 1.391 -2.636 0.564 -0.070 0.103 0.374
H -1.016 3.405 -1.989 0.025 -0.219 0.060 0.415
H 1.472 -0.093 -2.619 -0.188 0.171 -0.121 0.407
H 1.525 2.621 -2.339 -0.465 -0.392 0.027 0.365
H 0.643 -4.057 -0.850 -0.410 -0.105 -0.025 0.090
H -1.442 -3.426 -1.116 0.663 0.276 0.313 0.133
H -0.665 -3.809 0.875 -0.074 -0.334 -0.676 0.084
N 0.818 -0.516 4.324 1.474 -0.005 1.115 -0.668
N 0.283 0.080 3.199 -0.804 1.014 0.146 0.586
N 0.584 1.401 2.903 -0.300 0.570 0.009 -0.738
C 0.542 1.428 1.582 0.567 -1.477 -0.153 -0.076
N 0.487 0.190 1.028 -0.994 6.153 1.752 -0.162
N 0.438 -0.676 2.127 -0.868 1.985 2.972 -0.325
H 0.326 -1.382 4.490 -0.289 0.187 0.166 0.230
H 0.745 0.134 5.091 -0.276 -0.049 0.177 0.299
H 0.596 2.317 0.964 0.098 -0.100 0.340 0.401
```
Positions in Å, forces in eV/Å.

***

One molecule with the formula C3H2N2O2. Source: the OMol25 dataset; level of theory: ωB97M-V/def2-TZVPD.

The energy above the lowest of the compared OMol25 structures with the same formula, charge and spin is 224.2 kJ/mol. The energy is -10215.8656 eV. For the LUMO energy, the calculation gives -0.58 eV.

```
9
Properties=species:S:1:pos:R:3:forces:R:3:mulliken_charge:R:1
C 1.438 -0.125 0.189 2.314 2.490 -5.225 0.542
C -0.573 1.133 -0.125 2.842 -0.672 2.673 0.068
C -0.719 -1.087 0.040 3.115 1.571 -0.297 0.132
H -1.231 1.926 -0.336 0.057 1.680 -0.077 0.399
H -1.356 -1.815 0.323 -1.853 -2.899 0.374 0.467
N 0.665 1.197 0.383 -2.520 -1.823 -2.316 -0.357
N 0.563 -1.238 0.082 -0.108 0.598 1.244 -0.442
O 2.637 -0.018 -0.323 -6.332 -1.193 3.772 -0.504
O -1.424 0.027 -0.233 2.484 0.249 -0.148 -0.305
```
Positions in Å, forces in eV/Å.

***

A 2-piece molecular cluster, C4H14NO2 overall. Source: the OMol25 dataset; level of theory: ωB97M-V/def2-TZVPD.

As for the net charge: +1. The energy above the lowest of the compared OMol25 structures with the same formula, charge and spin is 157.2 kJ/mol. The energy is -9953.1321 eV. For the LUMO energy, the calculation gives -3.11 eV.

```
21
Properties=species:S:1:pos:R:3:forces:R:3:mulliken_charge:R:1
C -1.529 0.885 0.582 0.620 1.280 0.881 -1.348
C -0.179 0.285 0.213 -1.268 -2.891 -0.788 0.140
C -0.303 -1.260 -0.103 1.339 0.551 0.498 -0.037
C -1.089 -2.095 0.876 2.721 -0.210 1.701 -1.392
O 1.122 -1.647 -0.144 -1.247 0.077 0.709 -0.633
N 0.891 0.441 1.262 -1.071 0.781 -0.514 -0.240
H -1.934 1.335 -0.324 -0.457 -0.167 0.313 0.321
H -2.217 0.265 1.165 0.110 -0.662 -0.878 0.362
H -1.438 1.675 1.349 0.386 0.373 -0.667 0.420
H 0.242 0.536 -0.758 0.125 1.430 0.438 0.353
H -0.668 -1.391 -1.117 -0.391 0.248 -0.030 0.588
H -2.153 -2.058 0.743 -0.268 -0.507 0.012 0.376
H -0.529 -3.040 0.994 -1.218 -0.506 -1.216 0.365
H -0.772 -1.850 1.917 -0.848 0.940 -0.236 0.313
H 1.273 -1.939 -1.031 0.546 -0.454 -0.672 0.344
H 1.652 -0.207 1.017 0.115 0.104 0.031 0.361
H 1.122 1.431 1.193 0.699 -0.094 0.301 0.368
H 0.517 0.272 2.195 0.125 -0.207 0.032 0.331
H 1.435 3.445 -2.498 -0.231 -0.277 0.148 0.312
H 0.405 2.610 -3.229 -0.102 -0.050 -0.070 0.313
O 0.798 2.725 -2.359 0.315 0.243 0.006 -0.618
```
Positions in Å, forces in eV/Å.

***

C19H17IN4O6Sr as an isolated structure. Source: the OMol25 dataset; level of theory: ωB97M-V/def2-TZVPD.

The energy above the lowest of the compared OMol25 structures with the same formula, charge and spin is 169.0 kJ/mol. The energy is -47157.3796 eV. For the LUMO energy, the calculation gives -1.52 eV.

```
48
Properties=species:S:1:pos:R:3:forces:R:3:mulliken_charge:R:1
C -1.515 -2.935 -4.907 0.034 -0.001 0.004 -0.535
C -2.969 -3.022 -4.451 0.112 -0.153 -0.119 -0.809
H -1.415 -2.302 -5.792 0.005 0.012 0.061 0.271
H -1.122 -3.921 -5.169 -0.048 0.077 0.027 0.278
H -0.875 -2.515 -4.128 -0.041 -0.091 -0.087 0.009
H -3.314 -2.075 -4.040 -0.056 0.104 0.024 0.200
H -3.629 -3.282 -5.281 -0.021 0.000 0.027 0.303
H -3.096 -3.785 -3.683 -0.003 0.033 0.051 0.267
C 1.800 3.073 -2.162 -0.334 1.078 0.482 -0.099
C 2.446 4.296 -2.255 -0.218 -0.054 0.124 -0.764
C 1.871 5.402 -1.638 0.041 0.197 0.021 -0.421
C 0.671 5.292 -0.941 -0.256 -0.443 0.052 -0.501
H 2.142 2.138 -2.598 0.023 0.138 0.011 0.265
H 3.365 4.336 -2.799 0.441 0.320 -0.186 0.427
H 2.356 6.374 -1.694 -0.042 -0.191 -0.021 0.416
H 0.203 6.130 -0.454 0.229 0.335 -0.054 0.352
N 0.661 3.028 -1.486 -1.349 -1.604 0.376 -0.159
C 0.052 4.042 -0.871 1.723 0.865 -0.825 0.320
C -1.221 3.822 -0.157 -1.788 0.079 1.078 0.469
N -1.782 2.626 -0.118 0.798 -1.539 -1.058 -0.448
C -2.899 2.196 0.456 0.824 2.400 0.090 -0.079
C -3.120 4.471 1.148 0.118 0.374 0.019 -0.472
C -3.612 3.170 1.126 -0.297 -0.420 0.081 -0.687
H -3.172 1.146 0.367 -0.010 0.143 0.106 0.418
H -4.518 2.871 1.599 -0.586 0.251 0.430 0.414
C -1.928 4.808 0.511 -0.032 0.058 0.065 -0.401
H -1.524 5.796 0.509 -0.219 0.608 0.293 0.389
H -3.668 5.253 1.670 0.064 -0.236 -0.093 0.422
Sr -0.629 0.873 -1.186 0.264 -2.389 0.583 1.579
I 1.203 -0.626 -2.729 1.413 -0.263 -1.821 -0.565
O 0.328 -2.008 -0.273 -0.978 0.843 0.943 -0.577
C 0.341 -1.400 0.816 1.198 -2.626 -0.424 0.551
O -0.050 -0.240 1.066 -0.636 1.142 0.045 -0.986
C 1.001 -2.279 1.932 -0.151 0.472 0.219 0.121
C 0.676 -2.175 3.287 0.552 -0.651 0.488 -0.473
C 1.302 -3.049 4.217 -0.509 0.391 -0.610 0.030
C 2.244 -3.994 3.819 0.015 0.055 -0.309 -0.359
C 2.565 -4.080 2.463 -0.699 1.065 -0.552 -0.098
C 1.933 -3.232 1.516 0.807 -0.888 0.736 -0.415
N 3.611 -5.049 1.988 0.247 -0.309 -0.002 0.971
O 4.137 -5.758 2.879 -0.843 1.335 -2.451 -0.581
O 3.851 -5.046 0.761 -0.145 -0.447 2.954 -0.567
N 0.904 -2.990 5.671 0.218 -0.206 0.094 0.981
O 0.036 -2.146 5.970 1.853 -1.953 0.002 -0.588
O 1.490 -3.804 6.422 -1.718 2.128 -1.120 -0.578
H -0.055 -1.445 3.623 0.187 -0.120 -0.017 0.483
H 2.722 -4.649 4.527 -0.001 -0.035 0.151 0.591
H 2.203 -3.334 0.471 -0.186 0.115 0.111 0.632
```
Positions in Å, forces in eV/Å.